Record 1
ORCA calculation (ωB97M-V/def2-TZVPD) on a 2-piece molecular cluster, H7N3P2 overall in a non-equilibrium geometry.

## Properties
- HOMO level (spin up / spin down) (eV) = -7.74 / -7.86
- charge = 0
- molecular weight (g mol⁻¹) = 111.02
- ΔE to the lowest compared entry with this formula, charge and spin (eV) = 6.797
- E_LUMO (spin up / spin down) (eV) = -0.1638 / -0.1608

Geometry (Å):
N: 1.14317 -1.00780 0.57799
N: -0.05000 -1.57400 0.33299
N: -1.04028 -0.81642 -0.35872
P: -1.90995 0.43903 0.61422
P: 1.60685 0.47296 0.13335
H: 0.07610 -2.64241 0.03116
H: -0.56999 -0.26711 -1.09986
H: -3.14092 0.10750 -0.11309
H: -1.33981 1.53154 -0.00259
H: 2.86429 0.66579 0.83393
H: 0.76012 1.37187 0.77359
H: 1.60041 1.71905 -1.72297

Cartesian forces (eV/Å) of the 6 atoms listed first:
0.2 -0.9 0.2
0.5 -1.8 -0.6
0.6 0.6 0.3
-0.6 -2.7 0.2
0.6 0.8 -0.9
-0.7 3.4 0.5



Record 2
ORCA calculation (ωB97M-V/def2-TZVPD) on a 4-piece molecular cluster, C22H24B3F25NO9 overall in a non-equilibrium geometry.

## Properties
- HOMO level (eV) = -3.99
- charge = -1
- molecular weight (g mol⁻¹) = 953.82
- E_LUMO (eV) = 1.3768

Geometry (Å):
C: -3.74621 2.97536 3.94827
C: -3.01924 2.87678 2.50508
O: -3.75041 3.15997 1.51258
N: -1.62197 2.46988 2.40535
C: -0.76780 3.47945 1.71177
C: -0.16606 4.60886 2.72418
C: -1.24624 5.79057 2.76984
C: -0.75249 7.07931 3.64043
B: -1.92048 8.20074 3.44154
O: -3.01733 8.37123 4.40326
B: -4.13531 7.75937 3.70661
F: -5.29956 7.26257 4.35061
O: -4.01209 7.61635 2.26675
B: -3.30921 8.79654 1.73990
C: -4.10249 9.68031 0.64185
O: -5.28467 10.08570 0.97787
O: -3.65442 9.99690 -0.61524
O: -1.99937 9.08432 2.28159
H: -3.05693 3.42758 4.74415
H: -4.71924 3.58038 3.89026
H: -4.02849 1.91250 4.27368
H: -1.25206 2.27579 3.34635
H: -1.40847 4.05654 0.94954
H: 0.06724 2.96248 1.13226
H: -0.10562 4.16936 3.77586
H: 0.84544 4.98907 2.33074
H: -1.46664 6.15300 1.70973
H: -2.23890 5.42083 3.21364
H: 0.28711 7.43813 3.34727
H: -0.76067 6.81392 4.76480
C: 2.24877 -0.27547 -2.87162
C: 1.89310 1.07257 -2.20715
C: 2.75840 1.49032 -1.01242
F: 2.73105 0.60350 -0.00312
F: 2.31043 2.66343 -0.49843
F: 0.57982 1.06452 -1.88140
F: 2.03538 2.03497 -3.16541
O: 1.49513 -1.43196 -2.46703
C: 1.89055 -2.09260 -1.28376
C: 0.85871 -1.96607 -0.15402
F: 0.55539 -0.68098 0.11561
F: 1.33600 -2.50302 0.99642
F: 3.12070 -1.67126 -0.93045
F: 2.02885 -3.39950 -1.61389
H: 1.99841 -0.16098 -3.92920
H: 3.32418 -0.47262 -2.86387
H: 3.80045 1.63631 -1.31305
H: -0.06805 -2.48108 -0.41577
C: 3.62977 -4.30415 -4.94024
C: 4.14669 -5.47922 -5.79956
C: 5.58271 -5.35732 -6.32329
F: 5.77657 -4.27299 -7.09215
F: 5.89237 -6.43054 -7.09532
F: 3.27269 -5.69863 -6.81027
F: 4.09741 -6.59494 -5.01323
O: 2.84615 -3.28959 -5.59272
C: 3.53480 -2.26618 -6.28012
C: 3.33332 -2.32122 -7.80112
F: 3.66571 -3.52199 -8.31709
F: 4.11275 -1.40136 -8.42030
F: 4.83061 -2.28154 -5.91367
F: 3.03299 -1.10047 -5.80913
H: 2.93118 -4.74657 -4.22401
H: 4.41762 -3.86576 -4.32184
H: 6.29989 -5.32561 -5.49743
H: 2.29115 -2.12194 -8.06039
C: -2.67583 -5.73721 4.48918
C: -2.14503 -6.89090 3.60947
C: -0.69230 -6.76924 3.13347
F: -0.46369 -5.66434 2.40533
F: -0.37061 -7.82173 2.33794
F: -2.98982 -7.06890 2.56639
F: -2.23024 -8.03026 4.35896
O: -3.42782 -4.69445 3.84574
C: -2.70424 -3.65900 3.21288
C: -2.85841 -3.66680 1.68549
F: -2.52455 -4.85696 1.14437
F: -2.04786 -2.74033 1.11859
F: -1.42077 -3.70273 3.61798
F: -3.20540 -2.50221 3.70047
H: -3.40060 -6.19395 5.16945
H: -1.90276 -5.32724 5.14465
H: -0.00039 -6.77131 3.98122
H: -3.88881 -3.44631 1.39833

Cartesian forces (eV/Å) of the 6 atoms listed first:
0.5 -0.6 0.0
-2.6 0.9 -1.5
3.2 -1.0 3.0
-1.7 1.5 0.7
0.8 1.0 -0.6
-1.4 -0.1 -0.7